## P
{
  "formula": "C7H9NO2",
  "method": "ωB97M-V/def2-TZVPD",
  "species": ["C", "C", "C", "C", "C", "C", "C", "N", "O", "O", "H", "H", "H", "H", "H", "H", "H", "H", "H"],
  "xyz": [[-0.7021, -2.5027, 0.5315], [-1.8897, -2.0616, 1.1075], [0.3112, -1.6224, 0.0898], [-1.3810, -0.1765, 0.7855], [0.6984, 0.8791, -0.3515], [1.9955, 0.7110, -1.0497], [0.0527, 2.2061, -0.2302], [-0.0335, -0.2063, 0.1232], [-2.8983, -2.1607, 1.6752], [1.4854, -1.8563, -0.1639], [-0.6567, -3.6137, 0.1690], [-2.1131, 0.2276, 0.1163], [-1.3519, 0.3560, 1.6444], [2.3719, 1.7718, -0.9697], [1.8680, 0.3908, -2.0991], [2.5390, -0.0252, -0.5708], [-0.8155, 2.2882, -1.0053], [0.8221, 2.9803, -0.5167], [-0.3025, 2.4144, 0.7145]],
  "lowdin_charge": [-0.03, -0.33, -0.45, -0.02, -0.18, 0.00, -0.02, 0.04, 0.10, 0.03, 0.14, 0.08, 0.05, 0.10, 0.12, 0.05, 0.15, 0.10, 0.06],
  "lumo_ev": -0.87
}



## Q
{
  "formula": "C7H9NO2",
  "method": "ωB97M-V/def2-TZVPD",
  "species": ["C", "C", "C", "C", "C", "C", "C", "H", "H", "H", "H", "H", "H", "H", "H", "H", "N", "O", "O"],
  "xyz": [[0.8892, -1.1033, 2.4365], [1.3966, -0.2606, 1.1457], [0.3037, 0.0497, 0.1671], [0.7281, 0.7398, -1.0082], [-0.6072, 1.1694, -1.9269], [-1.6464, 0.0526, -1.3518], [-1.1521, -0.2935, 0.1099], [1.6576, -1.8473, 2.8191], [0.4769, -0.3139, 3.3283], [0.1675, -1.8627, 2.0161], [2.0794, 1.6482, -2.0891], [-0.2630, 1.4966, -3.2361], [-0.7267, 2.3750, -0.9944], [-1.4556, -0.8614, -1.9707], [-2.7918, 0.3096, -1.4473], [-1.6599, -1.2732, 1.6938], [-2.0259, -0.8374, 0.7496], [2.6594, 0.0322, 0.9577], [1.9699, 0.7803, -1.3996]],
  "lowdin_charge": [-0.04, -0.30, -0.09, -0.32, -0.08, -0.16, -0.42, 0.07, 0.15, 0.05, 0.24, 0.19, 0.22, 0.11, 0.14, 0.09, 0.12, -0.02, 0.06],
  "lumo_ev": 0.01
}



## R
{
  "formula": "C7H9NO2",
  "method": "ωB97M-V/def2-TZVPD",
  "species": ["C", "C", "C", "C", "C", "C", "C", "N", "O", "O", "H", "H", "H", "H", "H", "H", "H", "H", "H"],
  "xyz": [[1.3438, -0.2859, -1.4229], [1.2383, 1.4341, 0.4393], [0.0041, -0.4767, -1.2835], [-0.0747, 1.2499, 0.5718], [2.0804, 0.6629, -0.5469], [-0.7283, 0.2165, -0.2693], [-1.0680, -1.7024, 1.4309], [-2.1481, 0.2931, -0.3858], [-2.7020, -0.4196, -1.1671], [-2.6728, 1.0289, 0.3976], [1.9913, -0.8978, -2.2271], [1.7229, 2.0531, 1.1664], [-0.6828, -1.0625, -1.7536], [-0.5181, 1.8118, 1.3413], [2.8225, 0.1126, 0.0200], [2.8707, 1.3705, -0.9344], [-2.0189, -1.6238, 1.1533], [-1.0500, -1.2549, 2.3786], [-0.4104, -2.5098, 1.0912]],
  "lowdin_charge": [-0.05, -0.07, -0.04, -0.03, -0.20, -0.16, 0.15, -0.44, 0.08, 0.08, 0.15, 0.10, 0.08, 0.10, 0.11, 0.13, -0.05, 0.00, 0.04],
  "lumo_ev": [-1.27, -0.05]
}



Which is most stable, and by how much? P, by 71.6 kcal/mol.



## P
{
  "formula": "C3H5N2OS",
  "method": "ωB97M-V/def2-TZVPD",
  "species": ["C", "C", "C", "N", "N", "O", "S", "H", "H", "H", "H", "H"],
  "xyz": [[-1.5515, -1.1731, -1.0634], [0.4395, -4.2654, 0.4193], [-0.5906, -0.2699, -0.9022], [0.1392, -5.0140, 1.2901], [0.7024, -0.5813, -1.4626], [-2.2865, -1.9723, -1.3699], [0.6604, -3.4148, -0.8801], [-0.6938, 0.5333, -0.2667], [0.3990, -5.0707, 2.3055], [0.5714, -1.5073, -1.8639], [1.5221, -0.6426, -0.8924], [0.8370, 0.0440, -2.3169]],
  "lowdin_charge": [-0.18, -0.76, -0.09, 0.17, 0.12, 0.28, 0.82, 0.11, 0.15, 0.02, 0.15, 0.21],
  "charge": 1,
  "lumo_ev": -4.28
}



## Q
{
  "formula": "C3H5N2OS",
  "method": "ωB97M-V/def2-TZVPD",
  "species": ["C", "C", "C", "N", "N", "O", "S", "H", "H", "H", "H", "H"],
  "xyz": [[-1.4328, 0.9664, -0.0918], [0.8725, 0.3756, -0.3437], [0.5660, -0.8400, 0.5433], [-0.1645, 1.3650, -0.1484], [-0.6384, -1.2807, 0.0083], [-0.8583, -2.3745, -0.3983], [-2.9360, 0.6737, 0.0642], [1.7200, 0.9452, 0.0710], [1.0002, -0.0329, -1.3328], [1.4356, -1.6469, 0.4572], [0.5499, -0.4505, 1.6006], [-0.1143, 2.2997, -0.4296]],
  "lowdin_charge": [-0.57, -0.13, -0.17, 0.05, -0.14, 0.14, 1.03, 0.15, 0.14, 0.18, 0.16, 0.15],
  "charge": 1,
  "lumo_ev": [-5.60, -5.60]
}



## R
{
  "formula": "C3H5N2OS",
  "method": "ωB97M-V/def2-TZVPD",
  "species": ["C", "C", "C", "N", "N", "O", "S", "H", "H", "H", "H", "H"],
  "xyz": [[-0.2681, -0.3122, -0.1018], [1.9107, 0.1551, 0.5996], [-0.3989, 1.1782, -0.3828], [0.7892, -0.6010, 0.5479], [-1.2648, -1.1265, -0.3535], [0.7139, 1.8232, -0.2731], [3.3438, 0.6179, 0.8426], [-1.0204, 1.3541, -1.3536], [-1.1069, 1.2453, 0.3425], [0.8235, -1.6386, 0.8407], [-2.0497, -0.5864, -0.6701], [-1.4724, -2.1091, -0.0382]],
  "lowdin_charge": [-0.29, -0.55, -0.34, 0.11, 0.24, -0.09, 1.07, 0.18, 0.11, 0.24, 0.14, 0.19],
  "charge": 1,
  "lumo_ev": -5.42
}



Which is most stable, and by how much? P, by 34.4 kcal/mol.



## P
{
  "formula": "C7H12N3",
  "method": "ωB97M-V/def2-TZVPD",
  "species": ["C", "C", "C", "C", "C", "C", "C", "N", "N", "N", "H", "H", "H", "H", "H", "H", "H", "H", "H", "H", "H", "H"],
  "xyz": [[2.2764, 0.3191, 0.7317], [0.8514, 1.4011, -0.3527], [-0.4097, 1.7469, -1.0244], [-1.0943, 0.4447, -1.4011], [-0.7237, -0.7906, -0.5016], [-0.4824, -2.1625, 1.4049], [-1.4608, -1.4070, 0.6016], [2.8749, 1.4594, 0.4636], [1.9562, 2.2352, -0.2162], [0.9992, 0.2204, 0.2924], [2.6637, -0.4944, 1.3377], [-1.0897, 2.2076, -0.3208], [-0.2328, 2.2986, -1.9214], [-2.1877, 0.6214, -1.4182], [-0.8335, 0.1253, -2.4219], [-0.1037, -1.4277, -0.9751], [0.0530, -1.4903, 2.0604], [0.0739, -2.7795, 0.6701], [-0.9496, -2.8544, 2.1746], [-2.1774, -0.8349, 1.1248], [-2.0883, -2.0509, 0.0635], [2.0849, 3.2124, -0.3718]],
  "lowdin_charge": [-0.16, -0.25, -0.09, -0.11, 0.08, -0.09, -0.23, 0.08, 0.13, 0.14, 0.13, 0.14, 0.13, 0.14, 0.13, 0.09, 0.08, 0.11, 0.12, 0.13, 0.14, 0.17],
  "charge": 1,
  "lumo_ev": -4.73
}



## Q
{
  "formula": "C7H12N3",
  "method": "ωB97M-V/def2-TZVPD",
  "species": ["H", "N", "C", "N", "C", "C", "C", "C", "C", "N", "C", "H", "H", "H", "H", "H", "H", "H", "H", "H", "H", "H"],
  "xyz": [[0.5126, 2.4360, -0.4909], [-0.0673, 1.5948, -0.6097], [0.4576, 0.5362, -0.1449], [1.6869, 0.3850, 0.3260], [2.6570, 1.4270, 0.2218], [-0.3921, -0.7895, -0.0037], [0.2140, -1.9588, -0.7250], [-1.1130, -1.1070, 1.2052], [-1.9343, -0.6898, -0.1146], [-2.3643, 0.5559, -0.2690], [-2.9708, 1.4992, -0.5056], [1.9138, -0.5942, 0.7206], [2.9609, 1.7784, -0.8146], [2.2735, 2.2485, 0.8166], [3.6611, 1.1141, 0.6556], [1.0580, -2.2706, -0.2596], [0.3935, -1.8123, -1.8954], [-0.5200, -2.7564, -0.5384], [-1.2262, -0.3930, 2.0381], [-1.4303, -2.2096, 1.4461], [-2.4088, -1.5036, -0.6188], [-3.3618, 2.5098, -0.4398]],
  "lowdin_charge": [0.06, 0.14, -0.41, -0.02, -0.09, -0.38, -0.01, 0.04, -0.16, 0.12, 0.32, 0.19, 0.12, 0.08, 0.11, 0.04, 0.16, 0.09, 0.13, 0.17, 0.16, 0.15],
  "charge": 1,
  "lumo_ev": -4.20,
  "smiles": "[H]/N=C(\\NC)[C@@]1(C)C[C@H]1[N+]#C"
}



## R
{
  "formula": "C7H12N3",
  "method": "ωB97M-V/def2-TZVPD",
  "species": ["C", "C", "C", "N", "C", "C", "C", "N", "C", "N", "H", "H", "H", "H", "H", "H", "H", "H", "H", "H", "H", "H"],
  "xyz": [[-3.4185, 0.3137, -0.1114], [-1.9666, 0.0391, 0.0248], [-1.0979, 0.9511, 0.4545], [0.4399, 0.5182, 0.5868], [1.3318, 1.0907, -0.4536], [2.5725, 0.1986, -0.3496], [2.0374, -1.1112, 0.2775], [0.6127, -0.8875, 0.4674], [-0.3791, -1.6154, -0.1398], [-1.5745, -1.2454, -0.3249], [-3.7661, -0.0722, -1.0662], [-3.6404, 1.3727, -0.0305], [-3.9540, -0.2329, 0.6637], [-1.2525, 1.9723, 0.7304], [0.7559, 0.8213, 1.5184], [1.5240, 2.1457, -0.2729], [0.8291, 0.9707, -1.4161], [3.3308, 0.6496, 0.2884], [3.0180, 0.0314, -1.3267], [2.1928, -1.9808, -0.3580], [2.5048, -1.3060, 1.2465], [-0.0999, -2.6237, -0.4090]],
  "lowdin_charge": [-0.01, -0.33, 0.09, -0.01, -0.08, -0.10, -0.10, -0.04, -0.11, 0.13, 0.10, 0.09, 0.10, 0.12, 0.20, 0.14, 0.15, 0.12, 0.12, 0.13, 0.13, 0.15],
  "charge": 1,
  "lumo_ev": -3.36,
  "smiles": "CC1=C[N@@H+]2CCCN2C=N1"
}



## S
{
  "formula": "C7H12N3",
  "method": "ωB97M-V/def2-TZVPD",
  "species": ["C", "C", "C", "N", "N", "C", "C", "N", "C", "C", "H", "H", "H", "H", "H", "H", "H", "H", "H", "H", "H", "H"],
  "xyz": [[3.4432, -0.8056, 0.1092], [3.4324, 0.5885, -0.2868], [2.1646, 1.0718, -0.2443], [1.3488, -0.0153, 0.0424], [0.0266, -0.1882, -0.0007], [-0.6804, 0.1091, -1.2380], [-2.1211, -0.2965, -0.7962], [-2.0074, -0.7396, 0.6464], [-1.0832, 0.2076, 1.2058], [2.1371, -1.1315, 0.2837], [4.1831, -1.4720, 0.0955], [4.2391, 1.1690, -0.4779], [1.8249, 2.0061, -0.6520], [-0.4662, -0.6977, -1.9566], [-0.4504, 0.9931, -1.7420], [-2.7068, 0.6337, -0.7863], [-2.6703, -1.1189, -1.2849], [-2.7748, -0.7489, 1.2674], [-1.4589, -1.5871, 0.5423], [-0.6064, -0.1681, 2.1439], [-1.4301, 1.2608, 1.1243], [1.4997, -1.9262, 0.7737]],
  "lowdin_charge": [-0.03, -0.05, -0.05, -0.16, -0.10, -0.10, -0.05, 0.04, 0.01, -0.07, 0.06, 0.07, 0.12, 0.14, 0.11, 0.14, 0.15, 0.17, 0.18, 0.16, 0.15, 0.14],
  "charge": 1,
  "lumo_ev": -3.39,
  "smiles": "c1ccn(N2CC[NH2+]C2)c1"
}



Which is most stable, and by how much? R, by 11.5 kcal/mol.



## P
{
  "formula": "C7H12N3",
  "method": "ωB97M-V/def2-TZVPD",
  "species": ["C", "C", "C", "C", "C", "C", "C", "N", "N", "N", "H", "H", "H", "H", "H", "H", "H", "H", "H", "H", "H", "H"],
  "xyz": [[1.4007, -0.9750, -0.3292], [1.8909, 0.2178, 0.2886], [-0.0627, 1.1579, 1.4819], [-1.6755, -1.4403, -0.2168], [-0.4607, -2.4625, -0.4913], [-1.4523, 0.0832, -0.2456], [1.6720, 2.5591, 0.7720], [0.5797, -1.7324, 0.2312], [1.1256, 1.2408, 0.7251], [-1.1136, 0.6265, 1.0286], [1.7152, -0.9333, -1.4452], [2.9849, 0.4445, 0.2436], [-2.4657, -1.6873, -0.7869], [-1.9111, -1.7500, 0.8560], [-0.6687, -3.4342, 0.1310], [-0.2902, -2.7706, -1.4513], [-0.7786, 0.4557, -0.9192], [-2.4777, 0.5532, -0.5292], [1.9056, 2.8208, 1.8186], [2.5939, 2.8247, 0.1396], [0.9581, 3.2763, 0.5963], [-1.7630, 0.6862, 1.7984]],
  "lowdin_charge": [-0.17, 0.04, 0.03, -0.10, -0.14, -0.14, -0.03, 0.06, -0.12, 0.04, 0.18, 0.16, 0.07, 0.14, 0.16, 0.08, 0.09, 0.17, 0.12, 0.15, 0.07, 0.16],
  "charge": 1,
  "lumo_ev": [-5.09, -5.09]
}



## Q
{
  "formula": "C7H12N3",
  "method": "ωB97M-V/def2-TZVPD",
  "species": ["C", "C", "N", "C", "C", "C", "N", "C", "N", "C", "H", "H", "H", "H", "H", "H", "H", "H", "H", "H", "H", "H"],
  "xyz": [[-2.3007, 0.7181, 0.4215], [-0.9154, 0.4612, -0.1653], [0.0183, 1.4654, -0.2746], [1.3548, 0.8032, -0.7643], [2.5382, 0.8901, 0.1946], [2.5753, -0.4535, 0.7795], [1.7965, -1.3192, 0.3452], [0.9941, -0.7680, -0.7356], [-0.4551, -0.7586, -0.3674], [-1.1791, -1.9103, -0.0776], [-2.6143, -0.2628, 0.8501], [-2.9979, 1.0574, -0.3642], [-2.2277, 1.6378, 1.0484], [-0.1370, 2.4253, -0.2257], [1.6457, 1.1301, -1.7397], [2.4481, 1.5585, 1.0365], [3.4527, 1.3585, -0.1907], [3.4178, -0.8137, 1.4897], [1.0311, -1.2693, -1.7626], [-0.9464, -2.7966, -0.7389], [-0.9107, -2.2393, 0.9128], [-2.1932, -1.8251, -0.1460]],
  "lowdin_charge": [0.05, -0.23, 0.17, -0.11, -0.11, -0.15, 0.11, -0.17, -0.05, -0.04, 0.09, 0.11, 0.11, 0.13, 0.14, 0.12, 0.14, 0.17, 0.19, 0.14, 0.11, 0.06],
  "charge": 1,
  "lumo_ev": -3.03,
  "smiles": "CC1=[NH+][C@H]2CC=N[C@H]2N1C"
}



Which is most stable, and by how much? Q, by 102.8 kcal/mol.